{"formula": "C5H7NO", "method": "ωB97M-V with the def2-TZVPD basis set", "homo_energy_ev": -7.93, "smiles": "[H]/N=C/[C@@]1(C)OC1=C", "e_above_lowest_kj_mol": 478.38, "lumo_ev": 0.756, "energy_ev": -8831.2448, "homo_lumo_gap_ev": 8.7, "molar_mass_g_mol": 97.1, "charge": 0, "elements": ["O", "N", "C", "C", "C", "C", "C", "H", "H", "H", "H", "H", "H", "H"], "positions_angstrom": [[0.1732, 0.7245, 1.0890], [0.9459, -1.6508, 0.0387], [-0.6751, -0.0392, 0.1775], [-0.3314, -1.4041, 0.1160], [-1.9522, 0.6335, -0.1614], [2.1934, 1.0349, -0.2759], [1.1074, 0.4943, 0.2265], [-2.6154, -0.0633, -0.6770], [-2.4546, 1.0039, 0.7394], [2.7860, 0.4874, -0.9919], [1.2249, -2.5672, 0.4007], [2.4850, 2.0396, 0.0113], [-1.7894, 1.4879, -0.8240], [-1.0976, -2.1816, 0.1312]], "forces_ev_per_a": [[0.0, -0.1, -0.2], [-0.1, 0.2, 0.1], [0.5, 0.1, 0.0], [0.2, 0.0, 0.0], [0.0, 0.1, 0.0], [0.0, -0.1, 0.0], [-0.4, -0.1, 0.1], [0.0, 0.0, 0.0], [0.0, 0.0, 0.0], [-0.1, 0.0, 0.0], [-0.1, 0.1, -0.1], [0.0, -0.1, 0.0], [0.0, -0.1, 0.0], [0.1, 0.0, 0.0]], "mulliken_charge": [-0.324, -0.474, 0.538, -0.302, -1.157, -0.896, 0.548, 0.355, 0.275, 0.270, 0.202, 0.281, 0.288, 0.397]}